Entry 1:
Below is an isolated molecule of C21H33N3, with properties calculated with wB97M-V/def2-TZVPD.

The value obtained for the relative energy (zero: lowest compared OMol25 entry of this formula, charge and spin) is 2.7 kcal per mole. For the HOMO energy, the calculation gives -7.9 eV. As for the SMILES: CC(C)C[C@H]1CN=C(Nc2ccccc2)N1C[C@H]1CC[C@H](C)CC1.

XYZ file:
```
57
Properties=species:S:1:pos:R:3:forces:R:3
N -0.225 -0.654 0.594 0.13 0.14 -0.10
N 1.551 -2.051 0.255 0.48 0.19 -0.21
N 1.897 0.270 0.148 -0.51 0.51 0.08
C -0.602 0.302 1.620 -0.21 0.47 0.28
C -1.484 1.482 1.169 0.17 -0.37 -0.15
C -1.704 3.536 -0.270 0.05 -0.26 -0.29
C 4.099 -0.748 -0.108 -0.13 -0.14 0.03
C -0.828 2.337 0.086 -0.14 0.18 0.30
C 5.455 -0.581 -0.318 0.11 0.18 -0.03
C 5.165 1.789 -0.470 -0.02 0.03 0.00
C 0.438 -2.921 0.544 -0.18 0.00 0.29
C 3.809 1.636 -0.259 -0.07 -0.03 0.00
C -0.808 -2.000 0.611 -0.24 -0.32 -0.36
C -2.518 -3.531 -0.528 -0.11 0.19 -0.18
C 5.996 0.682 -0.500 0.17 -0.05 -0.02
C -3.740 2.247 0.369 0.11 -0.24 -0.33
C 3.263 0.366 -0.076 0.53 -0.04 -0.02
C 1.142 -0.845 0.330 -0.24 -0.50 0.01
C -3.672 -3.418 0.466 0.28 -0.12 -0.05
C -3.097 3.100 -0.724 -0.13 0.33 0.27
C -3.060 -3.887 -1.911 0.18 -0.09 0.26
C -2.865 1.040 0.691 0.01 0.24 0.25
C -1.717 -2.226 -0.602 0.00 -0.24 0.33
C -3.964 4.311 -1.056 0.16 -0.27 -0.07
H -1.802 4.183 0.606 -0.02 0.09 0.04
H -1.619 2.107 2.062 0.00 0.01 0.01
H -4.353 -2.624 0.166 -0.10 0.11 -0.03
H -2.248 -4.020 -2.621 0.06 -0.01 -0.13
H -3.507 4.906 -1.843 0.01 0.12 -0.08
H -4.088 4.942 -0.178 -0.03 0.10 0.11
H -2.992 2.487 -1.626 0.02 -0.05 0.00
H 7.056 0.803 -0.664 0.09 0.01 -0.01
H -2.417 -1.396 -0.695 -0.02 0.01 -0.08
H -1.087 -2.228 -1.495 0.06 0.06 -0.05
H -1.139 -0.228 2.417 0.10 0.01 -0.02
H -1.374 -2.150 1.536 0.04 0.10 -0.03
H 3.662 -1.723 0.029 0.07 -0.03 -0.01
H 6.097 -1.449 -0.342 0.04 -0.08 0.00
H -4.726 1.909 0.042 -0.07 0.05 0.03
H 3.163 2.505 -0.237 -0.07 0.08 0.01
H 1.385 1.138 0.120 0.07 -0.14 -0.06
H -0.667 1.725 -0.805 0.09 -0.06 -0.05
H -4.949 3.996 -1.392 -0.14 0.03 -0.04
H -1.854 -4.338 -0.198 0.01 -0.02 -0.02
H 5.575 2.779 -0.612 0.02 0.07 -0.01
H -3.877 2.853 1.268 -0.06 0.08 0.06
H 0.310 0.716 2.070 -0.08 -0.06 0.02
H 0.138 2.710 0.441 0.11 -0.03 -0.02
H -3.711 -3.095 -2.277 -0.10 0.11 -0.07
H -3.634 -4.810 -1.871 -0.10 -0.10 -0.06
H -3.311 -3.200 1.468 -0.04 0.04 0.16
H -3.344 0.422 1.454 -0.01 -0.12 0.00
H 0.630 -3.452 1.484 -0.09 -0.06 -0.08
H -1.224 4.118 -1.060 -0.01 0.09 0.02
H -2.750 0.440 -0.212 -0.01 -0.08 -0.02
H -4.230 -4.351 0.505 -0.10 -0.07 0.05
H 0.349 -3.665 -0.250 -0.13 -0.05 0.05
```
Positions in Å, forces in eV/Å.

Atomic partial charges in e from the Mulliken method, atoms 1 to 8: number 1, N, carries 0.89; number 2, N, carries -0.69; number 3, N, carries 0.18; number 4, C, carries -1.99; number 5, C, carries 1.08; number 6, C, carries -1.29; number 7, C, carries -0.33; number 8, C, carries -1.06


Entry 2:
Below is a cluster of 2 separate species, CH5NO2Si in total in a non-equilibrium geometry, with properties calculated with wB97M-V/def2-TZVPD.

The value obtained for the relative energy (zero: lowest compared OMol25 entry of this formula, charge and spin) is 90.5 kcal per mole. For the HOMO energy (spin up / spin down), the calculation gives -9.0 / -9.0 eV.

XYZ file:
```
10
Properties=species:S:1:pos:R:3:forces:R:3
Si -0.695 0.892 0.599 3.98 -1.81 -2.81
O -2.065 -1.227 0.169 -0.84 -1.50 0.14
O -1.240 -0.388 -1.679 -0.54 -0.37 1.65
N -1.433 -0.416 -0.446 0.47 1.57 -2.04
C 1.630 -0.200 -0.129 -3.29 0.84 1.76
H 1.457 -1.236 0.049 -0.75 -0.73 -0.29
H 1.724 0.108 -1.112 0.42 0.52 -1.70
H -0.500 0.208 1.783 -0.58 -0.13 2.24
H 2.318 0.087 0.597 1.29 1.13 0.82
H -1.197 2.172 0.169 -0.16 0.48 0.23
```
Positions in Å, forces in eV/Å.

Atomic partial charges in e from the Mulliken method, atoms 1 to 8: number 1, Si, carries 0.41; number 2, O, carries -0.53; number 3, O, carries -0.53; number 4, N, carries 0.79; number 5, C, carries -1.10; number 6, H, carries 0.32; number 7, H, carries 0.33; number 8, H, carries -0.02


> Among the records above, which one has the lowest relative energy (zero: lowest compared OMol25 entry of this formula, charge and spin)?

C21H33N3


> relative energy (zero: lowest compared OMol25 entry of this formula, charge and spin) of number 1 (C21H33N3)?

2.7 kcal per mole